(1)
A single C4H7NO molecule, computed with the ωB97M-V functional and the def2-TZVPD basis.

Atoms and positions in Å:
1 C -0.525512 1.283194 0.334054
2 C -0.181749 0.234402 -0.750806
3 C 1.167124 -0.362211 -0.377327
4 N 0.772588 -1.204762 0.778051
5 C -0.444485 -1.476535 0.542872
6 O -1.057181 -0.896037 -0.521768
7 H -1.606145 1.372911 0.465793
8 H -0.129997 0.970265 1.314195
9 H -0.087614 2.261410 0.131269
10 H -0.309939 0.521236 -1.801443
11 H 1.613326 -1.043159 -1.113421
12 H 1.889870 0.428169 -0.151712
13 H -1.100287 -2.088882 1.150242

Atoms 1-2, force components in eV/Å:
C -0.1 0.2 -0.1
C 0.1 0.3 0.1

Results
**Multiplicity**: 1
**LUMO level**: 1.0 eV
**E**: -7798.303 eV
**SMILES**: C[C@H]1CN=CO1

***

(2)
2 unconnected molecules or ions with the total composition CH4Br2N3S in a non-equilibrium geometry, computed with the ωB97M-V functional and the def2-TZVPD basis.

Atoms and positions in Å:
1 C -1.015346 -0.479698 0.147960
2 N -2.221488 0.033685 0.170934
3 N -0.008762 0.526566 -0.084494
4 N -0.282853 1.733157 0.071380
5 S -0.652780 -2.103855 0.159986
6 Br 4.058816 -0.980994 -0.088508
7 Br 0.975248 2.992076 -0.094174
8 H -2.382954 0.967630 0.168929
9 H -2.991732 -0.543255 0.190067
10 H 0.972396 0.172331 -0.495264
11 H 3.549450 -2.317644 -0.146814

Atoms 1-2, force components in eV/Å:
C 1.4 4.2 -1.4
N 1.4 -2.7 0.4

Results
**Net charge**: +1
**Expectation value of S²**: 2.0117
**Multiplicity**: 3
**LUMO level (alpha / beta)**: -4.2 / -8.4 eV
**E**: -156481.055 eV

***

(3)
A molecular structure, C17H31CdF6NO14S2 in a non-equilibrium geometry, computed with the ωB97M-V functional and the def2-TZVPD basis.

Atoms and positions in Å:
1 Cd -0.568244 -0.115274 -0.302681
2 C -1.876041 -4.461214 -1.265156
3 F -0.560132 -4.783431 -1.177315
4 F -2.240638 -4.647195 -2.598579
5 F -2.638942 -5.223378 -0.531393
6 S -2.267908 -2.624800 -0.796653
7 O -1.976469 -1.757837 -1.964320
8 O -3.590597 -2.604594 -0.288060
9 N -1.163155 -2.266677 0.378687
10 S -1.262433 -2.918022 1.857133
11 O -1.847617 -1.930427 2.752230
12 O -1.611071 -4.304946 1.913865
13 C 0.663270 -2.946124 2.206903
14 F 1.066541 -3.976026 1.561493
15 F 1.323727 -1.878909 1.750540
16 F 0.827448 -3.121339 3.542004
17 C 3.294510 0.589237 -0.127945
18 C 2.187215 1.143587 0.818086
19 C 2.590871 2.535116 1.391113
20 O 0.933427 1.197537 0.196556
21 H 3.113269 -0.485553 -0.353776
22 H 4.226826 0.684972 0.335808
23 H 3.350684 1.174960 -1.048680
24 H 2.127097 0.458591 1.677848
25 H 1.820698 2.870809 2.078916
26 H 2.491312 3.272645 0.596080
27 H 3.567102 2.462575 1.803576
28 C 0.171672 1.611415 4.306320
29 C -0.418764 0.930061 3.154010
30 O -1.866865 1.350076 3.068255
31 C -2.675227 0.905783 2.126874
32 O -2.302024 0.638200 0.981196
33 O -3.878688 0.916746 2.571130
34 C -4.959979 0.390694 1.766218
35 H 1.218225 1.238984 4.446294
36 H -0.405343 1.356944 5.220018
37 H 0.188652 2.692011 4.226083
38 H -0.543256 -0.125246 3.331871
39 H 0.217977 1.160843 2.297714
40 H -5.934910 0.687574 2.089953
41 H -4.892940 -0.744071 1.676610
42 H -4.855783 0.817451 0.708995
43 C 3.303856 -4.771797 -2.678748
44 C 2.300277 -3.914028 -1.965861
45 O 1.588020 -3.175857 -3.032891
46 C 0.966374 -2.031914 -2.785418
47 O 0.939030 -1.498041 -1.673191
48 O 0.553958 -1.515616 -3.948803
49 C 0.107262 -0.154222 -3.883282
50 H 4.050538 -4.220313 -3.247722
51 H 2.870706 -5.424412 -3.399803
52 H 3.756854 -5.331424 -1.879610
53 H 2.819954 -3.154418 -1.331892
54 H 1.582189 -4.424150 -1.324794
55 H -0.875887 -0.146032 -3.429172
56 H 0.130932 0.252347 -4.902578
57 H 0.702946 0.343020 -3.121987
58 C -1.231621 5.072879 0.870967
59 C -1.162759 3.722467 0.222050
60 O -0.532750 3.886718 -1.099430
61 C -0.609278 2.773271 -1.850496
62 O -1.304831 1.821355 -1.607469
63 O 0.214562 2.823695 -2.893952
64 C 1.217752 3.830507 -2.796469
65 H -1.712673 5.824461 0.236044
66 H -0.225453 5.548928 1.143288
67 H -1.844791 5.061289 1.771107
68 H -2.185467 3.397398 -0.118329
69 H -0.707073 2.899434 0.751157
70 H 1.744396 3.720718 -3.720539
71 H 1.808871 3.776284 -1.888001
72 H 0.690609 4.835706 -2.791998

Atoms 1-2, force components in eV/Å:
Cd 0.4 -0.2 -0.1
C -0.1 0.5 -2.2

Results
**Multiplicity**: 1
**LUMO level**: 0.6 eV
**E**: -90825.509 eV

***

(4)
A single C3H4O2 molecule in a non-equilibrium geometry, computed with the ωB97M-V functional and the def2-TZVPD basis.

Atoms and positions in Å:
1 C 0.970283 -0.373514 -0.667127
2 C -0.252517 0.202823 -0.093899
3 C -1.192782 0.807454 0.368213
4 O -2.231473 1.438505 0.845503
5 O -3.272707 0.453186 1.127800
6 H 1.343206 -0.041356 -1.664356
7 H 1.875358 -0.259984 0.070232
8 H 0.943457 -1.399821 -0.691225
9 H -3.492247 0.014574 0.357394

Atoms 1-2, force components in eV/Å:
C 2.4 2.0 1.4
C -0.1 0.8 -0.2

Results
**Multiplicity**: 1
**LUMO level**: 0.7 eV
**E**: -7265.064 eV
**SMILES**: CC#COO

***

(5)
A single C16H21N3O4 molecule in a non-equilibrium geometry, computed with the ωB97M-V functional and the def2-TZVPD basis.

Atoms and positions in Å:
1 C 5.593631 -0.108753 -0.775197
2 C 5.320910 -0.615768 0.636373
3 O 4.282888 -1.580768 0.672116
4 C 3.004612 -1.279518 0.325250
5 C 2.250247 -2.384318 -0.073912
6 C 0.924634 -2.277615 -0.427618
7 C 0.317821 -1.026595 -0.396041
8 C -1.064946 -0.855482 -0.773043
9 N -1.870942 -1.830249 -1.109898
10 O -3.065310 -1.228341 -1.384977
11 C -2.889353 0.088575 -1.184964
12 C -4.016381 1.027938 -1.391656
13 C -5.331758 0.452273 -0.850937
14 C -5.200549 0.234965 0.653969
15 O -5.359062 1.130611 1.455573
16 N -4.871603 -1.025604 1.004812
17 C -4.619000 -1.408651 2.372658
18 N -1.684483 0.370028 -0.811566
19 C 1.049139 0.087793 0.009401
20 C 2.378727 -0.013881 0.385669
21 O 3.117596 1.044027 0.845172
22 C 2.590500 2.355307 0.789634
23 C 2.583898 2.934953 -0.621531
24 H 5.792827 -0.944931 -1.441721
25 H 6.456945 0.550841 -0.765977
26 H 4.735645 0.440700 -1.153756
27 H 6.190099 -1.162502 1.013542
28 H 5.105496 0.218644 1.308439
29 H 2.754213 -3.337731 -0.094847
30 H 0.355856 -3.138579 -0.737845
31 H -3.772133 1.961844 -0.884519
32 H -4.114445 1.228702 -2.462318
33 H -5.574062 -0.479500 -1.362698
34 H -6.128022 1.176774 -1.021788
35 H -4.709107 -1.720750 0.293013
36 H -3.580297 -1.720369 2.501700
37 H -4.815918 -0.538567 2.996850
38 H -5.277916 -2.226512 2.668682
39 H 0.530146 1.031432 0.036172
40 H 3.266083 2.935579 1.424926
41 H 1.588547 2.390299 1.232472
42 H 1.947943 2.349092 -1.280652
43 H 2.213513 3.955812 -0.592575
44 H 3.593378 2.938797 -1.026394

Atoms 1-2, force components in eV/Å:
C -0.2 -0.2 0.3
C 0.5 0.4 -0.1

Results
**Multiplicity**: 1
**LUMO level**: 0.7 eV
**E**: -29592.384 eV
**SMILES**: CCOc1ccc(-c2noc(CCC(=O)NC)n2)cc1OCC

***

(6)
2 unconnected molecules or ions with the total composition C13H28N2O6S in a non-equilibrium geometry, computed with the ωB97M-V functional and the def2-TZVPD basis.

Atoms and positions in Å:
1 O -0.678204 0.347419 3.399503
2 C -0.344782 0.660580 2.315358
3 O -0.234197 2.041059 2.049802
4 C -0.026220 -0.311096 1.144773
5 C -1.070010 -1.516641 1.009271
6 S -0.696362 -2.306353 -0.645093
7 N -2.441036 -1.040574 1.064766
8 C -3.430580 -2.095985 0.856282
9 C -4.909504 -1.625207 1.166592
10 C -5.224138 -0.164039 0.703089
11 C -6.298241 0.513212 1.666277
12 O -7.215256 -0.428392 2.229803
13 C -0.677410 -2.563852 2.120037
14 O -1.187356 -2.570512 3.238014
15 O 0.183876 -3.455164 1.791154
16 H 0.551094 2.121378 1.479950
17 H 0.966322 -0.769404 1.383104
18 H 0.034649 0.269758 0.190073
19 H -0.598878 -1.237330 -1.504274
20 H -2.649995 -0.567424 1.943989
21 H -3.447713 -2.492776 -0.185688
22 H -3.264765 -2.998656 1.505409
23 H -5.560437 -2.296384 0.556485
24 H -5.126496 -1.832614 2.234530
25 H -5.703589 -0.196887 -0.300965
26 H -4.351618 0.520581 0.705473
27 H -6.889368 1.221782 1.046975
28 H -5.787886 1.102615 2.467735
29 H -6.930435 -0.660938 3.123362
30 C 3.796519 -0.162304 -0.901346
31 N 4.055388 0.600467 -2.175894
32 C 3.656422 -0.286150 -3.327470
33 C 5.517920 0.906975 -2.286172
34 C 3.206535 1.870452 -2.256209
35 C 3.469656 2.908476 -1.173656
36 O 3.200056 2.366123 0.111305
37 H 4.214954 -1.163381 -1.011458
38 H 4.301082 0.329645 -0.078582
39 H 2.722064 -0.224668 -0.739276
40 H 4.253374 -1.194277 -3.288054
41 H 3.841330 0.252009 -4.255673
42 H 2.597690 -0.521595 -3.226003
43 H 5.815950 1.505660 -1.427670
44 H 5.685671 1.456452 -3.211153
45 H 6.066206 -0.031532 -2.286395
46 H 2.169296 1.536051 -2.202944
47 H 3.396766 2.304570 -3.238713
48 H 2.810391 3.766409 -1.333917
49 H 4.502312 3.267945 -1.208430
50 H 3.728954 2.844515 0.761922

Atoms 1-2, force components in eV/Å:
O -0.4 -0.4 0.7
C 0.1 0.3 -0.8

Results
**Multiplicity**: 1
**LUMO level**: -1.1 eV
**E**: -40031.349 eV